Entry 1:
96
Properties=species:S:1:pos:R:3:forces:R:3:mulliken_charge:R:1 method="wB97M-V/def2-TZVPD" lumo_ha=-0.1838 homo_lumo_gap_ev=6.93 relative_energy_kcal_mol=11.0 total_charge=+2 homo_ha=-0.439 energy_ev=-98328.703
Ti 2.280 0.308 1.284 -0.1 -0.1 0.2 -0.64
S 0.903 -2.062 4.992 0.0 0.0 0.0 -0.27
C 1.907 -0.792 5.546 0.0 0.0 0.0 -0.72
C 2.401 -0.039 4.522 -0.1 0.0 0.0 -1.06
C 1.975 -0.484 3.235 -0.1 0.0 0.0 0.75
C 1.157 -1.578 3.358 0.1 -0.1 -0.2 0.33
C 0.678 -2.296 2.183 0.1 0.1 0.1 0.77
C -0.130 -3.429 2.222 0.0 0.0 0.0 -1.07
C -0.446 -4.071 1.041 0.0 0.0 0.0 -0.78
C 0.052 -3.568 -0.155 0.0 0.0 0.0 -1.30
C 0.829 -2.426 -0.113 0.0 0.0 0.0 -0.57
N 1.139 -1.789 1.021 -0.2 -0.1 0.0 1.22
H 2.075 -0.668 6.605 0.0 0.0 0.0 0.51
H 3.046 0.812 4.692 0.0 0.0 0.0 0.44
H -0.483 -3.804 3.173 0.0 0.0 0.0 0.53
H -1.061 -4.961 1.051 0.0 0.0 0.0 0.44
H -0.132 -4.051 -1.103 0.0 0.0 0.0 0.61
H 1.243 -2.023 -1.028 0.0 0.0 0.0 0.40
C -2.865 2.993 -3.986 0.0 0.0 0.0 -1.03
C -2.804 1.525 -3.599 0.0 0.0 0.0 -0.99
N -2.031 1.304 -2.366 0.0 0.0 0.0 0.25
C -0.749 0.928 -2.467 0.0 0.0 0.0 -0.07
C 0.105 0.756 -1.412 0.0 0.1 0.0 -0.13
C 1.505 0.293 -1.720 -0.1 -0.2 0.0 -0.32
O 1.782 0.026 -2.876 0.1 0.1 0.0 -0.79
O 2.297 0.161 -0.708 -0.1 0.2 -0.1 0.26
C -0.366 1.003 -0.102 0.0 0.0 0.0 1.55
O 0.333 0.922 0.937 -0.1 0.0 0.1 -0.59
C -1.768 1.386 0.021 0.0 0.0 0.0 1.16
C -2.313 1.599 1.291 0.0 0.0 0.0 -0.43
C -3.625 1.945 1.420 0.0 0.0 0.0 0.10
F -4.135 2.096 2.656 0.0 0.0 0.0 -0.34
C -4.463 2.128 0.305 0.0 0.0 0.0 -1.68
C -3.915 1.930 -0.950 0.0 0.0 0.0 -0.65
C -2.579 1.537 -1.111 0.0 0.0 0.0 -0.19
N -5.824 2.504 0.406 0.0 0.0 0.0 0.25
C -6.329 3.168 1.605 0.0 0.0 0.0 -0.67
C -7.752 3.671 1.316 0.0 0.0 0.0 -0.76
N -7.907 3.853 -0.166 0.0 0.0 0.0 -0.14
C -7.875 2.523 -0.881 0.0 0.0 0.0 -0.75
C -6.835 1.637 -0.184 0.0 0.0 0.0 -0.67
H -3.451 3.112 -4.897 0.0 0.0 0.0 0.40
H -1.865 3.380 -4.175 0.0 0.0 0.0 0.34
H -3.319 3.600 -3.202 0.0 0.0 0.0 0.31
H -2.317 0.944 -4.379 0.0 0.0 0.0 0.45
H -3.795 1.092 -3.466 0.0 0.0 0.0 0.44
H -0.369 0.750 -3.466 0.0 0.0 0.0 0.60
H -1.691 1.461 2.166 0.0 0.0 0.0 0.72
H -4.541 2.109 -1.813 0.0 0.0 0.0 0.71
H -5.672 4.001 1.850 0.0 0.0 0.0 0.51
H -6.382 2.515 2.479 0.0 0.0 0.0 0.40
H -7.957 4.618 1.807 0.0 0.0 0.0 0.39
H -8.514 2.953 1.613 0.0 0.0 0.0 0.37
H -7.127 4.419 -0.504 0.0 0.0 0.0 0.38
H -8.769 4.352 -0.383 0.0 0.0 0.0 0.34
H -7.615 2.730 -1.917 0.0 0.0 0.0 0.42
H -8.877 2.102 -0.840 0.0 0.0 0.0 0.38
H -6.386 0.965 -0.910 0.0 0.0 0.0 0.50
H -7.311 1.013 0.581 0.0 0.0 0.0 0.32
N 3.817 -1.294 1.298 0.2 -0.1 0.1 -0.42
C 4.222 -2.044 0.085 0.0 0.0 0.0 2.78
C 4.511 -3.510 0.455 0.0 0.0 0.0 -1.19
C 5.464 -4.326 -0.421 0.0 0.0 0.0 -0.89
C 5.125 -4.507 -1.908 0.0 0.0 0.0 -1.03
N 3.707 -4.574 -2.234 0.0 0.0 0.0 -0.16
C 3.080 -3.576 -2.912 -0.2 0.0 0.0 0.50
N 3.609 -2.412 -3.025 0.1 0.0 0.0 -0.51
N 1.807 -3.899 -3.384 0.1 0.0 0.0 -0.39
C 5.471 -1.339 -0.452 0.0 0.0 0.0 0.21
O 5.643 -1.348 -1.747 0.0 0.0 0.0 -0.57
O 6.245 -0.822 0.324 0.0 0.0 0.0 -0.66
H 4.708 -0.955 1.674 0.0 0.1 0.1 0.55
H 3.446 -1.941 1.989 0.0 0.0 0.0 0.50
H 3.435 -1.986 -0.656 0.0 0.0 -0.1 -1.78
H 3.546 -4.022 0.527 0.0 0.0 0.0 0.40
H 4.944 -3.515 1.460 0.0 0.0 0.0 0.46
H 5.539 -5.307 0.053 0.0 0.0 0.0 0.54
H 6.467 -3.893 -0.369 0.0 0.0 0.0 0.37
H 5.601 -5.422 -2.263 0.0 0.0 0.0 0.47
H 5.545 -3.696 -2.495 0.0 0.0 0.0 0.46
H 3.244 -5.464 -2.180 0.0 0.0 0.0 0.23
H 4.850 -1.776 -2.240 0.0 0.1 0.0 0.27
H 3.043 -1.734 -3.520 -0.1 0.0 0.0 0.07
H 1.698 -4.859 -3.681 0.0 0.0 0.0 0.24
H 1.486 -3.261 -4.096 0.0 0.0 0.0 0.25
N 2.344 4.295 2.638 0.1 0.0 0.1 -0.39
C 2.617 3.100 2.123 0.1 0.1 -0.2 0.66
O 1.945 2.096 2.429 0.0 0.0 -0.1 -0.58
C 3.710 2.911 1.121 0.0 0.0 0.0 -1.00
C 4.057 1.432 1.175 0.1 0.0 -0.1 -0.64
H 1.635 4.378 3.348 0.0 0.0 0.0 0.26
H 2.944 5.080 2.456 0.0 0.0 0.0 0.23
H 4.553 3.584 1.302 0.0 0.0 0.0 0.53
H 3.302 3.180 0.140 0.0 0.0 0.0 0.34
H 4.569 1.207 2.120 0.0 0.0 0.0 0.53
H 4.711 1.133 0.361 0.0 0.0 0.0 0.40

Entry 2:
97
Properties=species:S:1:pos:R:3:forces:R:3:mulliken_charge:R:1 method="wB97M-V/def2-TZVPD" lumo_ha=-0.0052 homo_lumo_gap_ev=9.13 total_charge=0 homo_ha=-0.341 energy_ev=-741328.440
C 4.316 -1.682 -1.411 0.7 0.1 -0.3 -0.30
O 4.196 -0.456 -2.177 -0.3 0.0 1.0 -0.08
C 4.276 0.639 -1.256 -0.1 0.8 -0.5 -0.53
C 4.032 2.038 -1.932 1.3 -0.6 1.1 -0.21
C 4.104 3.096 -0.765 0.1 -0.6 -0.1 -0.99
Si 2.471 3.409 0.172 0.3 0.7 -0.4 0.32
C 0.892 3.022 -0.822 -0.1 -0.8 0.6 -0.89
C 0.517 1.508 -0.967 -1.6 0.7 -1.2 -0.02
C -1.030 1.454 -1.332 1.0 0.4 0.8 -1.07
I 0.746 0.338 0.844 0.1 0.0 -0.5 -0.04
H 3.364 -2.247 -1.454 1.1 0.3 0.2 0.03
H 4.609 -1.437 -0.369 -0.4 -0.3 -0.5 0.35
H 5.168 -2.253 -1.836 -0.7 0.1 0.2 0.03
H 3.566 0.501 -0.412 0.2 0.0 -0.4 0.27
H 5.308 0.636 -0.832 -0.6 0.2 -0.1 0.34
H 3.097 2.068 -2.517 0.5 0.0 0.2 0.30
H 4.931 2.204 -2.563 -1.0 0.1 0.1 0.14
H 4.570 4.046 -1.100 -0.5 -0.5 0.1 0.48
H 4.818 2.673 -0.017 -0.4 0.4 -0.4 0.34
H 2.429 4.865 0.464 -0.1 0.0 0.0 -0.27
H 2.501 2.766 1.505 -0.1 -0.1 -0.2 -0.11
H 0.909 3.476 -1.837 0.1 -0.3 0.5 0.45
H 0.039 3.510 -0.292 0.6 -0.2 -0.2 0.49
H 1.036 1.037 -1.824 0.3 0.0 0.9 0.21
H -1.569 1.537 -0.370 -0.1 -0.1 -0.6 0.23
H -1.308 0.529 -1.864 0.0 0.5 0.2 0.34
H -1.234 2.379 -1.904 -0.1 -0.7 -0.1 0.35
C 7.008 -3.506 -4.432 0.0 0.1 0.0 0.14
Cl 6.313 -1.887 -4.288 0.2 -0.2 -0.1 0.06
Cl 8.030 -3.845 -3.025 -0.1 0.0 -0.1 -0.11
Cl 5.685 -4.688 -4.506 0.4 0.7 0.1 0.00
Cl 7.979 -3.610 -5.911 -0.1 0.0 0.1 -0.10
C -2.754 0.704 3.308 0.0 0.0 0.0 0.03
Cl -3.418 0.649 1.664 0.3 0.2 0.6 0.07
Cl -1.769 2.163 3.501 0.3 -0.7 0.0 -0.11
Cl -4.082 0.747 4.477 0.2 0.2 -0.2 0.10
Cl -1.752 -0.730 3.588 -0.1 0.1 0.0 -0.04
C -5.791 -2.384 6.897 0.0 0.1 0.1 0.21
Cl -7.304 -2.316 5.978 0.2 0.0 0.1 -0.10
Cl -5.767 -1.080 8.095 -0.1 0.0 -0.4 -0.02
Cl -5.668 -3.953 7.718 0.0 0.1 -0.1 -0.10
Cl -4.421 -2.186 5.792 -0.6 -0.3 -0.1 -0.03
C -3.469 6.376 3.393 -0.1 0.0 -0.1 0.17
Cl -5.229 6.508 3.234 0.2 0.0 0.1 -0.04
Cl -2.972 6.987 4.983 0.1 0.2 -0.3 -0.12
Cl -2.985 4.677 3.249 -0.3 0.8 0.0 0.14
Cl -2.681 7.328 2.119 0.0 0.0 0.2 -0.13
C -3.657 -1.922 11.828 0.0 -0.1 0.0 0.26
Cl -4.181 -2.746 10.351 0.3 0.0 0.4 -0.01
Cl -1.900 -2.066 11.999 -0.2 0.0 0.0 -0.08
Cl -4.104 -0.208 11.733 0.0 -0.1 0.0 -0.09
Cl -4.449 -2.662 13.231 0.1 0.1 -0.1 -0.10
C 3.167 -8.433 -4.801 -0.1 0.0 0.0 0.30
Cl 2.839 -9.031 -3.165 0.0 0.1 -0.1 -0.10
Cl 1.644 -7.955 -5.571 0.1 0.0 0.1 -0.08
Cl 4.249 -7.031 -4.712 -0.4 -0.8 -0.1 -0.05
Cl 3.936 -9.712 -5.755 -0.1 0.1 0.1 -0.10
C 6.535 2.092 -6.044 0.0 -0.1 0.0 0.18
Cl 6.022 1.346 -7.566 0.0 0.0 0.2 -0.03
Cl 8.292 1.937 -5.878 -0.1 0.0 0.0 -0.11
Cl 6.090 3.808 -6.043 0.0 -0.1 0.0 -0.12
Cl 5.740 1.277 -4.686 0.1 0.1 -0.4 0.05
C -0.313 -1.699 7.967 0.0 0.1 0.0 0.19
Cl -1.828 -1.664 7.048 0.5 0.0 0.4 0.14
Cl -0.314 -0.383 9.154 0.0 -0.1 -0.1 -0.09
Cl -0.167 -3.253 8.804 0.0 0.1 -0.1 -0.10
Cl 1.055 -1.492 6.858 -0.1 0.0 0.1 -0.10
C 0.031 -3.576 -1.449 -0.1 0.0 -0.1 -0.06
Cl 1.198 -2.334 -1.938 -0.6 -0.1 -0.1 0.05
Cl 0.568 -5.155 -2.049 0.0 0.2 0.0 -0.06
Cl -0.081 -3.620 0.318 0.0 0.0 -0.2 -0.07
Cl -1.559 -3.190 -2.132 0.4 -0.1 0.3 0.07
C 3.600 -1.905 -9.270 0.0 0.0 0.1 0.22
Cl 4.675 -0.767 -10.100 -0.1 -0.1 0.0 -0.11
Cl 3.171 -3.226 -10.372 0.0 0.1 0.1 -0.10
Cl 4.426 -2.565 -7.848 -0.1 0.1 -0.1 0.03
Cl 2.129 -1.062 -8.761 0.1 0.0 -0.1 -0.05
C -0.581 -3.101 -6.520 0.1 0.0 0.0 0.19
Cl -1.328 -1.921 -7.612 0.1 -0.1 0.1 -0.10
Cl 0.615 -4.061 -7.406 -0.1 0.0 0.1 -0.04
Cl 0.216 -2.246 -5.189 -0.1 -0.1 -0.2 0.04
Cl -1.830 -4.176 -5.868 0.1 0.1 0.0 -0.10
C -5.425 -1.160 -2.051 -0.1 0.0 0.0 0.19
Cl -6.178 0.030 -3.126 0.1 -0.1 0.1 -0.10
Cl -4.219 -2.092 -2.955 -0.4 0.2 -0.1 -0.03
Cl -4.629 -0.324 -0.705 -0.3 -0.3 -0.6 -0.01
Cl -6.665 -2.253 -1.416 0.1 0.1 -0.1 -0.10
C -5.267 3.623 7.554 0.0 0.0 0.0 0.22
Cl -4.096 2.651 8.465 -0.1 0.0 -0.1 -0.07
Cl -4.403 4.778 6.521 -0.2 -0.3 0.3 0.01
Cl -6.264 2.555 6.549 0.0 0.1 0.1 -0.10
Cl -6.309 4.505 8.683 0.1 -0.1 -0.1 -0.10
C -6.432 6.956 -1.008 0.0 0.0 0.0 0.30
Cl -4.809 6.882 -0.303 -0.2 0.0 -0.2 0.00
Cl -6.307 7.139 -2.767 0.0 0.0 0.2 -0.11
Cl -7.306 5.461 -0.631 0.1 0.1 0.0 -0.09
Cl -7.307 8.339 -0.330 0.1 -0.1 -0.1 -0.10

Entry 3:
79
Properties=species:S:1:pos:R:3:forces:R:3:mulliken_charge:R:1 method="wB97M-V/def2-TZVPD" lumo_ha="0.0932 / 0.0931" homo_lumo_gap_ev="5.49 / 7.45" relative_energy_kcal_mol=0.0 total_charge=-1 homo_ha="-0.108 / -0.181" s_squared=8.7566 multiplicity=6 energy_ev=-115482.396
C 2.520 -3.356 -0.746 -0.2 -0.3 0.1 -1.25
C 3.227 -2.125 -1.208 0.9 0.7 -0.4 0.24
H 2.649 -4.177 -1.458 -0.1 0.0 0.2 0.37
H 1.439 -3.166 -0.615 0.4 0.0 0.0 -0.07
H 2.909 -3.677 0.235 -0.1 0.1 -0.3 0.28
C 4.109 -2.061 -2.218 -0.5 -0.2 0.6 0.19
C 4.564 -3.220 -3.033 0.2 -0.2 -0.4 -1.52
H 4.561 -1.106 -2.485 -0.1 -0.1 0.2 0.38
H 4.040 -4.151 -2.802 0.1 0.2 -0.1 0.36
H 5.637 -3.390 -2.887 0.0 -0.1 -0.1 0.31
H 4.426 -3.006 -4.100 0.0 -0.1 0.0 0.27
Mn -0.150 -0.486 -0.083 -0.6 -0.3 0.0 0.41
Cl 0.724 -0.610 1.962 0.5 -0.1 2.4 -0.68
Cl -1.198 -2.660 -0.214 -0.5 -0.5 -0.1 -0.94
H -4.336 2.439 2.333 0.1 -0.1 -0.1 0.31
H -4.334 0.660 4.139 0.1 -0.1 -0.1 0.32
C -4.208 1.652 1.581 -0.1 -0.1 0.2 -0.93
C -4.203 -0.097 3.354 0.2 0.1 -0.3 -0.93
N -3.563 0.493 2.181 -0.7 0.2 0.3 0.29
H -3.590 2.008 0.758 -0.1 0.0 0.1 0.20
C -2.481 -0.036 1.612 1.5 0.4 -1.9 0.27
O -1.931 0.451 0.587 -1.9 -0.3 2.1 -0.67
H -3.578 -0.911 3.730 -0.1 0.1 0.0 0.27
H -2.048 -0.932 2.076 -0.2 0.1 0.1 0.23
H -5.207 1.385 1.214 0.1 0.0 0.0 0.32
H -5.198 -0.490 3.100 0.2 0.0 0.0 0.31
H 0.925 -2.477 -3.064 -0.2 0.2 0.1 0.10
H 2.309 -0.713 -4.348 -0.3 0.1 0.1 0.12
C 0.011 -1.956 -3.385 0.2 -0.1 0.3 -0.68
C 1.328 -0.332 -4.674 -0.2 0.1 0.0 -0.83
N 0.316 -0.559 -3.653 0.2 0.2 -0.6 0.36
H -0.753 -2.055 -2.607 0.3 0.1 -0.2 0.11
C -0.150 0.465 -2.942 -1.0 -0.7 2.5 -0.28
O -0.753 0.365 -1.831 0.3 1.0 -3.8 -0.62
H 1.400 0.746 -4.869 0.1 -0.3 0.0 0.30
H 0.021 1.458 -3.396 0.1 -0.2 0.1 0.51
H -0.329 -2.418 -4.320 0.0 0.1 0.1 0.41
H 1.039 -0.854 -5.593 0.1 0.1 0.0 0.34
O 1.539 -0.557 -0.937 1.6 0.3 -1.3 0.89
C 2.800 -0.866 -0.469 -0.4 0.1 -0.2 -0.10
C 3.701 1.173 -1.688 0.4 0.3 0.0 0.34
C 3.773 0.316 -0.597 -0.1 -0.7 0.0 -0.08
H 2.940 0.971 -2.448 0.2 0.2 0.3 0.37
C 4.598 2.243 -1.806 0.0 -0.4 0.2 -0.80
H 2.737 -1.130 0.595 0.3 0.1 0.1 0.45
C 4.784 0.487 0.350 0.2 0.2 -0.2 -0.46
H 4.502 2.926 -2.649 0.1 -0.1 0.1 0.44
C 5.612 2.415 -0.859 -0.1 0.0 -0.1 -0.60
C 5.715 1.521 0.211 -0.2 -0.1 0.0 -0.64
H 4.841 -0.220 1.185 0.0 0.3 -0.2 0.42
H 6.314 3.248 -0.953 -0.2 -0.3 0.0 0.35
H 6.520 1.628 0.940 -0.2 0.0 -0.1 0.37
Si -3.907 -6.035 0.466 0.1 0.3 0.2 0.56
Cl -2.243 -6.921 -0.439 -0.3 -0.5 0.0 -0.35
C -4.827 -5.202 -0.932 0.0 0.1 0.0 -0.88
C -3.064 -4.925 1.699 -0.1 0.1 0.0 -0.36
C -5.092 -7.241 1.334 0.2 -0.1 -0.2 -0.95
H -4.129 -4.588 -1.515 -0.2 -0.1 0.2 0.23
H -5.630 -4.558 -0.551 0.1 -0.1 -0.1 0.31
H -5.273 -5.954 -1.598 0.1 0.1 0.1 0.27
H -5.561 -7.929 0.617 0.1 0.1 0.2 0.26
H -5.901 -6.689 1.842 0.3 0.0 -0.2 0.32
H -4.568 -7.836 2.095 -0.1 0.1 -0.2 0.26
H -2.341 -4.264 1.193 -0.3 -0.2 0.1 -0.14
H -2.512 -5.539 2.424 -0.2 0.1 -0.1 0.29
H -3.786 -4.298 2.236 0.1 -0.1 0.0 0.25
N 1.539 3.183 -1.430 -0.3 0.0 -0.8 -0.25
C 1.152 3.470 -0.169 -0.3 0.2 0.9 0.73
C 1.459 4.735 0.402 -0.4 -0.7 0.3 -0.92
C 1.043 4.999 1.705 0.0 -0.5 -0.6 -0.30
C 0.361 3.997 2.400 -0.1 -0.4 -0.1 -0.95
C 0.154 2.764 1.753 -0.1 0.5 0.4 -0.25
N 0.498 2.499 0.494 0.3 0.6 0.3 0.23
H 1.214 2.329 -1.866 0.2 0.2 0.4 -0.06
H 1.993 3.885 -1.988 -0.1 -0.2 0.1 0.17
H 1.998 5.436 -0.213 0.1 0.3 0.1 0.32
H 1.257 5.957 2.168 0.0 0.0 0.0 0.37
H -0.005 4.135 3.421 0.2 0.0 -0.4 0.37
H -0.307 1.942 2.309 0.1 0.2 -0.3 0.33

Entry 4:
22
Properties=species:S:1:pos:R:3:forces:R:3:mulliken_charge:R:1 method="wB97M-V/def2-TZVPD" lumo_ha=0.0303 homo_lumo_gap_ev=8.75 relative_energy_kcal_mol=65.1 total_charge=0 smiles="COC1=N[C@H](O)Cc2cccn21" homo_ha=-0.291 energy_ev=-15531.186
C 2.995 -1.306 -0.136 -1.1 -0.5 2.1 -0.75
O 1.610 -1.506 0.098 -1.2 -2.9 0.3 -0.40
C 0.843 -0.474 0.111 -1.0 2.1 -0.8 0.76
N 1.366 0.677 -0.040 -0.8 0.5 0.3 -0.66
C 0.552 1.923 -0.073 2.2 -1.3 -1.9 0.08
O 0.441 2.372 1.272 -2.7 0.0 -1.5 -0.55
C -0.809 1.591 -0.805 -0.7 -1.0 0.7 -0.68
C -1.404 0.304 -0.220 -0.5 1.1 0.1 0.35
C -2.718 -0.144 -0.056 0.7 3.0 -1.5 -0.79
C -2.713 -1.426 0.322 2.5 -4.0 0.8 -0.58
C -1.376 -1.831 0.386 1.2 -1.2 1.5 -0.29
N -0.566 -0.721 0.149 -0.5 0.3 -0.6 0.25
H 3.406 -1.264 0.856 0.8 0.1 0.3 0.28
H 3.012 -0.355 -0.554 1.2 1.3 -1.5 0.41
H 3.292 -2.194 -0.611 0.8 -0.7 -1.1 0.24
H 1.235 2.538 -0.806 -1.6 -0.2 1.7 0.23
H 1.217 2.650 1.726 1.3 0.1 -0.3 0.34
H -0.785 1.383 -1.953 0.7 1.0 2.0 0.24
H -1.567 2.326 -0.548 0.1 0.5 -0.5 0.36
H -3.661 0.254 -0.352 -0.1 1.2 -0.1 0.40
H -3.554 -2.073 0.469 -0.1 -0.1 0.1 0.42
H -0.817 -2.724 0.765 -1.1 0.8 -0.5 0.33

Record-wise maximum force values, in Eh/bohr: 0.0047; 0.0420; 0.0775; 0.0930